No. 1
Formula: C3H6O
Source: OMol25
Level of theory: ωB97M-V/def2-TZVPD

Properties
- gap between HOMO and LUMO (eV) = 10.41
- SMILES = CC(C)=O
- relative energy (zero: lowest compared OMol25 entry of this formula, charge and spin) (kcal/mol) = 12.4

CARTESIAN COORDINATES (ANGSTROEM)
C 0.16326 0.26599 -1.34965
C 0.40561 0.30229 0.15071
O 1.58631 0.37553 0.39058
C -0.52056 -0.24437 1.26455
H 0.88312 -0.47466 -1.74653
H -0.84157 -0.07129 -1.54852
H 0.42208 1.21774 -1.84166
H -1.61145 -0.16034 1.18811
H -0.26499 -1.31254 1.22947
H -0.22181 0.10166 2.26295

Forces on atoms 1 to 6 (eV/Å):
C -0.53 -0.15 0.02
C 1.06 -1.31 -0.34
O 0.45 0.81 1.31
C 0.01 0.08 -0.23
H -0.45 0.31 0.26
H -0.42 0.15 -0.56

No. 2
Formula: C3H6O2
Source: OMol25
Level of theory: ωB97M-V/def2-TZVPD

Properties
- gap between HOMO and LUMO (eV) = 10.86
- SMILES = C1COCO1
- relative energy (zero: lowest compared OMol25 entry of this formula, charge and spin) (kcal/mol) = 32.1

CARTESIAN COORDINATES (ANGSTROEM)
C 0.48772 0.94516 0.19318
C 0.98334 -0.47117 -0.05457
O -0.15845 -1.09720 -0.61015
C -1.29230 -0.41938 -0.11611
O -0.85360 0.71659 0.58664
H 0.53571 1.55465 -0.72089
H 0.99963 1.46529 1.00563
H 1.79904 -0.54460 -0.77732
H 1.28183 -0.95602 0.88618
H -1.92282 -0.14467 -0.97362
H -1.86009 -1.04865 0.58104

Forces on atoms 1 to 6 (eV/Å):
C 0.24 0.06 -0.04
C 0.28 0.09 0.09
O -0.02 -0.10 -0.07
C -0.40 -0.13 -0.05
O -0.05 0.09 0.08
H -0.02 -0.10 0.09